No. 1
{
  "formula": "C21H18F3O4P",
  "method": "the ωB97M-V functional and the def2-TZVPD basis",
  "homo_ev": -9.098,
  "gap_ev": 9.80,
  "max_force_ev_per_a": 1.11,
  "lumo_ev": 0.70,
  "smiles": "Cc1cccc(O[P@](=O)(Oc2ccccc2)O[C@@H](c2ccccc2)C(F)(F)F)c1",
  "e_tot_ev": -47704.32005,
  "elements": ["C", "C", "C", "C", "C", "C", "C", "H", "O", "P", "O", "O", "C", "C", "C", "C", "C", "C", "H", "H", "H", "H", "H", "O", "C", "C", "C", "C", "C", "C", "C", "H", "H", "H", "H", "H", "C", "F", "F", "F", "H", "H", "H", "H", "H", "H", "H"],
  "coordinates": [[-5.35321, -1.08458, -0.54841], [-4.48964, 0.10457, -0.26384], [-4.62649, 1.29059, -0.97368], [-3.81524, 2.37785, -0.69667], [-2.84735, 2.29800, 0.28948], [-2.71309, 1.11754, 1.00259], [-3.52425, 0.03027, 0.73428], [-3.39011, -0.87843, 1.30055], [-1.75556, 1.03176, 2.01252], [-0.34214, 0.41214, 1.71073], [0.52246, 0.36381, 2.87540], [0.13242, 1.23647, 0.41481], [1.41761, 1.57977, 0.04095], [2.48437, 1.62308, 0.92164], [3.73629, 1.97845, 0.44834], [3.92346, 2.29862, -0.88477], [2.84710, 2.27022, -1.75521], [1.59329, 1.90990, -1.29737], [0.74235, 1.88233, -1.96085], [2.98109, 2.52708, -2.79519], [4.90284, 2.57490, -1.24439], [4.56924, 2.00657, 1.13393], [2.33009, 1.37471, 1.95730], [-0.75684, -1.02357, 1.07256], [-0.08980, -1.57294, -0.03668], [1.41105, -1.56767, 0.09316], [1.99901, -1.83482, 1.32166], [3.37676, -1.79148, 1.44563], [4.16673, -1.49634, 0.34808], [3.58034, -1.25211, -0.88224], [2.20410, -1.28541, -1.01178], [1.74423, -1.09126, -1.96954], [4.19259, -1.02790, -1.74198], [5.24089, -1.46016, 0.44885], [3.83000, -1.98966, 2.40432], [1.38050, -2.06418, 2.17459], [-0.61619, -3.00815, -0.15728], [-0.10277, -3.62086, -1.23552], [-0.32367, -3.76609, 0.89720], [-1.94749, -3.03987, -0.30432], [-0.39629, -1.05233, -0.95698], [-2.19679, 3.12938, 0.51080], [-3.93069, 3.29311, -1.25765], [-5.37164, 1.36338, -1.75231], [-4.74641, -1.98560, -0.61091], [-6.07335, -1.22355, 0.25734], [-5.89980, -0.95755, -1.47915]],
  "atomic_forces_ev_per_a": [[-0.0330, -0.0078, 0.0627], [0.1184, 0.1338, 0.0043], [-0.0052, -0.0569, 0.0109], [0.0626, 0.0074, 0.0480], [0.1323, -0.0100, 0.2006], [-0.4975, 0.0722, -0.4835], [0.0982, 0.0789, 0.1395], [0.0153, -0.1132, 0.0562], [-0.0221, 0.0668, 0.0497], [-0.1468, -0.6589, -0.7946], [0.0625, 0.1142, 0.0345], [-0.3409, -0.3111, 0.5934], [0.5810, 0.2976, -0.3519], [-0.1784, -0.0120, 0.1463], [-0.0469, 0.0410, -0.1077], [0.1287, 0.0393, -0.0141], [-0.0410, -0.0056, 0.0185], [-0.2143, -0.0198, 0.1794], [-0.1091, -0.0175, -0.0688], [0.0019, 0.0217, -0.0944], [0.0942, 0.0305, -0.0301], [0.0758, -0.0115, 0.0798], [0.0188, -0.0452, 0.1435], [0.0879, 0.8469, 0.7154], [0.1787, -0.3858, -0.5421], [0.0102, -0.0354, -0.0394], [0.0274, -0.0564, -0.0837], [0.0109, -0.0461, 0.0541], [0.0117, -0.0523, 0.0095], [0.0034, -0.0329, -0.1190], [-0.0201, -0.1044, 0.1221], [-0.0561, 0.0606, -0.0954], [0.0716, 0.0422, -0.0770], [0.1083, 0.0120, 0.0164], [0.0604, -0.0161, 0.1045], [-0.0234, 0.0233, 0.1033], [-0.1638, -0.2496, -0.2429], [0.2044, 0.2291, -0.1244], [0.1319, 0.0505, 0.3358], [-0.2835, 0.2430, 0.0405], [0.0537, -0.1116, 0.1707], [0.0635, 0.0921, 0.0252], [-0.0008, 0.0810, -0.0353], [-0.0780, -0.0104, -0.0768], [-0.0202, -0.1014, -0.0407], [-0.0868, -0.0705, 0.0113], [-0.0459, -0.0419, -0.0544]],
  "mulliken_charge": [-1.326, 0.493, -0.635, -0.698, -0.485, 0.509, -0.210, 0.467, -0.495, 0.935, -0.846, -0.091, 0.563, -0.522, -0.618, -0.643, -0.452, -0.454, 0.460, 0.388, 0.420, 0.445, 0.563, -0.217, -0.134, 0.480, -0.077, -0.956, -0.453, -0.631, -0.340, 0.432, 0.457, 0.437, 0.420, 0.417, 0.630, -0.297, -0.270, -0.234, 0.367, 0.504, 0.397, 0.370, 0.241, 0.324, 0.367]
}

---

No. 2
{
  "formula": "C21H18FNO2",
  "method": "the ωB97M-V functional and the def2-TZVPD basis",
  "homo_ev": -6.454,
  "gap_ev": 3.34,
  "max_force_ev_per_a": 1.36,
  "relative_energy_kcal_mol": 152.5,
  "lumo_ev": -3.11,
  "e_tot_ev": -30365.50461,
  "elements": ["C", "C", "C", "C", "C", "C", "N", "O", "O", "C", "C", "H", "H", "H", "H", "H", "H", "H", "H", "F", "C", "C", "C", "C", "C", "C", "C", "C", "C", "C", "C", "C", "C", "H", "H", "H", "H", "H", "H", "H", "H", "H", "H"],
  "coordinates": [[3.35976, -3.77568, -3.68266], [2.92535, -3.03531, -2.45811], [2.01188, -3.59948, -1.55008], [1.55941, -2.87143, -0.45806], [2.02928, -1.55626, -0.21691], [1.59438, -0.78262, 0.90396], [1.29034, -1.42824, 2.07813], [1.33272, -0.80413, 3.18725], [0.95275, -2.64923, 2.06564], [2.98213, -1.01663, -1.11454], [3.42869, -1.74756, -2.20331], [4.19343, -3.24174, -4.14704], [3.67855, -4.79802, -3.44646], [2.55790, -3.84825, -4.42831], [1.65040, -4.62264, -1.67371], [0.87854, -3.29147, 0.27624], [1.76630, 0.29691, 0.95608], [3.38124, -0.02790, -0.88418], [4.18955, -1.34022, -2.87219], [-3.21285, 4.34175, 3.73566], [-2.57847, 3.12706, 3.58287], [-2.46280, 2.30990, 4.69949], [-1.81910, 1.07720, 4.52191], [-1.39729, 0.67394, 3.26528], [-1.54424, 1.49144, 2.10341], [-1.10521, 0.99391, 0.83866], [-1.51506, 1.42007, -0.46003], [-0.92479, 0.84464, -1.63420], [-1.26906, 1.27601, -2.91199], [-2.22158, 2.29470, -3.08350], [-2.85604, 2.84226, -1.96101], [-2.54100, 2.39223, -0.68273], [-2.09080, 2.79217, 2.32373], [-2.83430, 2.62851, 5.67542], [-1.65969, 0.42077, 5.37741], [-0.94232, -0.30599, 3.15092], [-0.44929, 0.12394, 0.87605], [-0.20169, 0.03472, -1.50603], [-0.80616, 0.81432, -3.79081], [-2.47906, 2.64821, -4.08159], [-3.61236, 3.62190, -2.07405], [-3.11286, 2.74652, 0.17341], [-2.12659, 3.52972, 1.52998]],
  "atomic_forces_ev_per_a": [[0.2226, -0.1593, -0.2234], [-0.1811, 0.1455, 0.4063], [0.2086, 0.5027, -0.0132], [0.2062, -0.0158, -0.2180], [-0.0244, -0.4602, -0.9876], [0.1728, 0.3190, 0.6934], [-0.4082, -0.2856, 0.8824], [-0.2599, 0.0616, -1.0931], [0.2227, 1.2144, 0.5691], [-0.3661, 0.0129, 0.3738], [-0.2874, -0.3244, -0.0521], [-0.0386, -0.2096, -0.0555], [-0.0212, 0.1710, -0.0659], [0.0749, 0.0252, 0.1557], [0.1150, 0.2808, -0.1601], [0.1868, -0.0025, -0.6076], [0.3696, -0.6478, 0.3635], [0.0000, -0.1963, -0.2108], [-0.2356, -0.0294, 0.1710], [0.6882, -0.9691, -0.1684], [-0.2965, 0.7450, -0.5810], [0.3855, -0.5228, -0.1739], [-0.3194, 0.3230, 0.1431], [0.2820, -0.3230, -0.5984], [0.1674, 0.7291, 1.0052], [-0.7708, -0.4303, -0.0396], [-0.1505, 0.5004, -0.9197], [-0.0165, -0.0295, 0.4254], [-0.1844, 0.0740, 0.0533], [0.3060, -0.2134, 0.4037], [0.0271, -0.1449, 0.3273], [0.1760, -0.1170, -0.0524], [-0.2912, -0.1304, 0.4377], [0.1077, -0.0324, -0.3897], [-0.0688, 0.1627, -0.2875], [0.0296, 0.1340, 0.0688], [-0.2214, -0.1195, -0.0329], [-0.0594, 0.3048, -0.0368], [-0.1501, 0.1783, 0.4377], [0.0801, -0.1178, 0.2485], [0.1888, -0.3327, -0.0246], [0.0994, -0.0449, -0.4952], [0.0344, -0.0257, 0.3213]],
  "mulliken_charge": [-1.342, 1.100, -0.806, -0.299, 0.921, -1.378, 1.072, -0.695, -0.742, -0.754, -0.626, 0.342, 0.339, 0.264, 0.340, 0.533, 0.583, 0.354, 0.267, -0.319, 0.327, -0.418, -0.622, -0.640, 1.053, -0.513, 0.501, -0.229, -0.664, -0.316, -0.795, -0.503, -0.759, 0.430, 0.428, 0.343, 0.335, 0.325, 0.418, 0.380, 0.379, 0.636, 0.751]
}

---

No. 3
{
  "formula": "C21H18MnN2O2S6",
  "method": "the ωB97M-V functional and the def2-TZVPD basis",
  "homo_ev": [-8.311, -8.462],
  "multiplicity": 4,
  "gap_ev": [5.61, 7.49],
  "max_force_ev_per_a": 0.69,
  "relative_energy_kcal_mol": 0.0,
  "lumo_ev": [-2.71, -0.97],
  "e_tot_ev": -125476.72928,
  "elements": ["Mn", "C", "C", "S", "C", "C", "S", "C", "C", "S", "H", "H", "H", "H", "H", "H", "H", "H", "H", "H", "H", "H", "S", "C", "C", "C", "C", "N", "C", "C", "C", "S", "C", "N", "H", "H", "O", "C", "O", "C", "C", "C", "C", "C", "C", "S", "H", "H", "H", "H"],
  "coordinates": [[0.20704, -0.16970, -0.02267], [2.23331, 0.90736, 4.08752], [0.76353, 0.53241, 3.97194], [0.26271, -0.58204, 2.63880], [1.41688, -1.94963, 2.80158], [2.75702, -1.82076, 2.05821], [2.68290, -0.98552, 0.45640], [3.84922, 0.39654, 0.59048], [4.14246, 1.02643, 1.94575], [2.81217, 1.95868, 2.73748], [2.86554, 0.02432, 4.18274], [2.35746, 1.46387, 5.01980], [0.15568, 1.42964, 3.83538], [0.43053, 0.06893, 4.90413], [0.87627, -2.81797, 2.42400], [1.60453, -2.12907, 3.86214], [3.15523, -2.82280, 1.89308], [3.48650, -1.29518, 2.66875], [3.42615, 1.15165, -0.07625], [4.79198, 0.06429, 0.15160], [4.94291, 1.74908, 1.77260], [4.56607, 0.31487, 2.65812], [0.41144, -0.10159, -2.27430], [0.22719, 1.59296, -2.63277], [-0.11659, 1.99768, -3.92358], [-0.14993, 3.34378, -4.23927], [-0.48116, 3.74242, -5.57725], [-0.74762, 4.03362, -6.65478], [0.13684, 4.29998, -3.24877], [0.43630, 3.89927, -1.96015], [0.47054, 2.54171, -1.63403], [0.84477, 2.02790, -0.01507], [0.11743, 5.70139, -3.55956], [0.09764, 6.82390, -3.79608], [-0.35106, 1.26371, -4.68062], [0.63571, 4.64315, -1.20188], [-3.69749, -0.18856, 0.65331], [-2.69416, -0.73943, 0.26883], [-1.57329, -0.02246, 0.17534], [-2.66551, -2.19628, -0.04862], [-3.91694, -2.81534, -0.08424], [-4.05027, -4.15612, -0.38073], [-2.91212, -4.90648, -0.64950], [-1.66643, -4.31173, -0.61373], [-1.52626, -2.95569, -0.30797], [0.15753, -2.41318, -0.25869], [-4.77986, -2.20041, 0.12581], [-5.02796, -4.61468, -0.40764], [-2.99264, -5.95731, -0.89068], [-0.78422, -4.90035, -0.82518]],
  "atomic_forces_ev_per_a": [[0.2091, -0.4237, 0.3177], [0.0208, -0.1175, 0.1352], [-0.0300, 0.0637, 0.1184], [-0.1574, -0.0167, 0.0044], [0.0753, -0.1801, -0.0361], [0.0007, -0.0913, 0.2366], [-0.0572, 0.0808, -0.1922], [0.0953, 0.1689, -0.0248], [0.2024, -0.1017, 0.0574], [-0.0367, 0.0924, -0.0476], [-0.0040, 0.0235, -0.0542], [-0.0074, 0.0199, -0.0666], [0.0028, -0.0511, -0.0745], [0.0293, -0.0108, -0.0223], [0.0252, 0.1376, 0.0171], [-0.0047, 0.0465, 0.0067], [-0.0318, 0.0451, -0.0641], [-0.0474, -0.0004, -0.0563], [-0.0144, -0.0400, 0.0066], [-0.0313, -0.0571, 0.0328], [-0.0455, 0.0240, -0.0129], [-0.0672, 0.0496, -0.0339], [0.0050, -0.0369, -0.1891], [-0.0431, 0.0786, -0.0350], [0.0231, -0.0044, 0.1600], [-0.0025, -0.0017, -0.0220], [0.0154, -0.0154, 0.1018], [-0.0262, 0.0411, -0.1319], [0.0333, 0.0268, -0.0208], [-0.0193, -0.1082, 0.0391], [-0.0187, 0.0137, -0.0827], [0.0119, 0.2742, 0.0453], [-0.0646, -0.1148, -0.0093], [0.0274, 0.1552, -0.0167], [0.0058, -0.0475, -0.0309], [0.0094, 0.0079, 0.0246], [0.0100, -0.1619, -0.2002], [0.2399, 0.4156, 0.5005], [-0.1266, 0.0023, -0.2023], [-0.1106, -0.0170, -0.1389], [0.0034, -0.0390, -0.0429], [0.0567, -0.0022, 0.0034], [-0.0164, 0.0332, 0.0052], [-0.0844, -0.0415, 0.0126], [0.1459, -0.0310, -0.0182], [-0.1860, -0.0635, 0.0027], [-0.0196, 0.0168, 0.0079], [-0.0457, -0.0098, 0.0009], [-0.0103, -0.0431, -0.0102], [0.0611, 0.0110, -0.0001]],
  "mulliken_spin": [3.462, 0.000, 0.006, 0.018, 0.001, 0.005, 0.003, -0.004, 0.002, -0.001, 0.000, 0.000, 0.002, -0.001, -0.008, 0.001, 0.002, -0.001, 0.003, -0.001, 0.000, 0.000, -0.340, 0.054, -0.014, 0.007, 0.000, 0.003, -0.011, 0.015, -0.019, -0.127, 0.002, -0.006, 0.001, 0.002, 0.006, -0.008, 0.015, 0.010, -0.005, 0.008, -0.005, 0.016, 0.018, -0.111, -0.001, 0.001, 0.000, 0.000]
}

---

No. 4
{
  "formula": "C21H18N2O8PtS",
  "method": "the ωB97M-V functional and the def2-TZVPD basis",
  "homo_ev": -8.417,
  "gap_ev": 5.90,
  "max_force_ev_per_a": 1.96,
  "relative_energy_kcal_mol": 32.2,
  "lumo_ev": -2.52,
  "e_tot_ev": -55510.55876,
  "elements": ["Pt", "O", "C", "O", "C", "C", "C", "N", "C", "C", "C", "O", "O", "H", "H", "H", "O", "C", "O", "C", "C", "C", "C", "C", "C", "C", "C", "C", "N", "H", "H", "H", "H", "H", "H", "C", "C", "O", "O", "H", "H", "H", "C", "S", "C", "H", "H", "H", "H", "H", "H"],
  "coordinates": [[0.64055, -1.17595, -0.03116], [-1.81958, 2.23574, 5.34086], [-1.45034, 2.83031, 4.32054], [-1.25301, 4.02713, 4.06586], [-0.79151, 1.87939, 3.27078], [-0.11638, 2.40189, 2.17509], [0.39310, 1.55641, 1.21295], [0.25159, 0.23255, 1.34041], [-0.34698, -0.30497, 2.42619], [-0.88096, 0.49246, 3.40582], [-0.28094, -1.80638, 2.51050], [-0.71923, -2.43547, 3.42708], [0.41373, -2.37990, 1.51466], [-0.03602, 3.47795, 2.09126], [0.90416, 1.90597, 0.32632], [-1.36106, 0.06927, 4.27875], [3.11278, 0.27923, -3.74988], [2.42878, -0.13179, -2.82493], [2.59093, -1.15569, -2.11636], [1.06939, 0.59354, -2.64573], [0.79323, 1.56956, -3.62371], [-0.36754, 2.26742, -3.56960], [-1.29732, 1.99322, -2.54594], [-2.51297, 2.71030, -2.45619], [-3.40609, 2.44777, -1.46183], [-3.11866, 1.43224, -0.53165], [-1.95528, 0.71871, -0.59961], [-0.99071, 0.99041, -1.59877], [0.22786, 0.32049, -1.65769], [1.54705, 1.72136, -4.38079], [-0.60049, 3.02956, -4.30351], [-2.71088, 3.47687, -3.19497], [-4.32931, 3.00533, -1.38593], [-3.82810, 1.20993, 0.25444], [-1.79968, -0.06886, 0.11510], [-1.32794, -3.92339, -2.09647], [-0.60668, -2.89001, -1.31500], [-1.21506, -1.94925, -0.71058], [0.66070, -2.86301, -1.23683], [-2.31801, -4.08406, -1.67803], [-0.75347, -4.84571, -2.11498], [-1.43418, -3.55848, -3.11958], [2.85901, -0.85212, 2.43345], [2.84304, -0.87464, 0.63216], [3.45673, -2.54535, 0.39993], [2.31760, -1.68775, 2.86776], [2.46218, 0.10120, 2.77517], [3.91301, -0.90987, 2.70688], [4.49458, -2.55078, 0.73054], [3.39392, -2.74978, -0.66312], [2.85442, -3.23298, 0.99034]],
  "atomic_forces_ev_per_a": [[-0.6530, 0.5123, -0.4396], [-0.6528, -0.1033, -0.2527], [1.7814, 0.1119, 0.8196], [-0.6184, 0.0479, -0.3184], [-0.6168, -0.0590, -0.2777], [0.0319, 0.0092, -0.0148], [0.0779, -0.0003, 0.0222], [-0.1489, -0.0986, -0.0213], [0.0397, -0.0130, 0.0158], [0.0554, 0.0090, 0.0149], [0.0662, 0.0137, 0.0592], [-0.0214, 0.0063, -0.0217], [0.1142, -0.1554, -0.0817], [0.0008, -0.0020, 0.0083], [-0.0312, 0.0095, -0.0214], [-0.0082, 0.0012, -0.0025], [0.2712, 0.4554, -0.0093], [-0.2363, -1.1402, -0.3128], [-0.0219, 0.2945, 0.8656], [0.0981, 0.2127, 0.2988], [-0.1380, 0.0825, -0.0262], [0.0164, -0.0209, -0.0517], [-0.0001, -0.0085, 0.0631], [-0.0066, -0.0090, 0.0117], [-0.0310, 0.0009, 0.0039], [0.0048, 0.0317, -0.0145], [-0.0058, 0.0487, 0.0327], [-0.1215, -0.0261, 0.1373], [0.5827, -0.4542, 0.0564], [0.0130, -0.0279, 0.0389], [0.0100, 0.0135, 0.0099], [0.0109, -0.0026, 0.0017], [0.0018, 0.0025, -0.0033], [0.0035, -0.0150, -0.0014], [-0.0828, 0.1275, -0.0035], [-0.0030, 0.0168, 0.0085], [0.1485, -0.1386, -0.0889], [0.1528, -0.0041, 0.1045], [-0.0602, 0.1314, 0.0840], [0.0006, -0.0013, 0.0046], [0.0066, 0.0056, 0.0030], [0.0024, -0.0027, -0.0004], [0.0334, 0.1591, 0.0335], [-0.0366, -0.0556, -0.4688], [0.0062, 0.0293, -0.0769], [0.0031, -0.0093, -0.0667], [0.0104, -0.0237, 0.0284], [-0.0097, 0.0082, -0.0119], [-0.0067, 0.0120, -0.0024], [-0.0075, 0.0094, -0.1175], [-0.0255, 0.0086, -0.0184]],
  "mulliken_charge": [3.121, -0.685, 0.355, -0.701, 0.240, -1.244, -0.229, 0.871, 0.739, -0.994, 0.143, -0.602, -0.854, 0.535, 0.542, 0.648, -0.736, 0.118, -0.576, 0.659, -0.964, -0.765, 1.166, -0.839, -0.743, -0.943, -0.562, 0.408, -0.003, 0.577, 0.443, 0.407, 0.426, 0.466, 0.223, -1.279, 0.649, -0.715, -0.779, 0.359, 0.372, 0.302, -0.959, 0.133, -0.933, 0.311, 0.327, 0.492, 0.490, 0.308, 0.270]
}